1.
Entry from the Open Molecules 2025 dataset: C54H56BeNOP2S2SiTe as an isolated structure at a distorted geometry (wB97M-V/def2-TZVPD).

```
119
Properties=species:S:1:pos:R:3:forces:R:3:mulliken_charge:R:1
Be -0.80372 0.68944 0.20284 0.2321 -0.0802 0.0291 -0.44
C 6.17416 1.69907 -3.12704 -0.5981 0.0901 -0.1419 -0.71
S 4.86097 1.32076 -4.33183 0.1337 0.7609 -0.5569 -0.10
C 4.39675 -0.42430 -4.16801 0.8495 -0.4269 -0.1501 -0.96
C 2.99510 -0.46642 -3.61363 -1.0491 0.2754 0.1417 -0.34
C 2.99059 0.06319 -2.14718 -0.6886 -1.2975 0.6533 -0.75
N 1.63623 0.11150 -1.37393 3.0278 -0.0633 -2.0362 0.52
P 0.88014 -1.18884 -0.69733 -0.2267 -1.0263 1.8787 1.59
C 2.15427 -2.05383 0.35544 -0.2781 -1.6089 -2.1537 -0.01
C 2.26776 -1.63027 1.64474 -0.6190 1.9076 0.6421 -0.13
C 3.07803 -2.26832 2.53839 1.6068 -2.3628 -1.2850 -0.84
C 3.77229 -3.43856 2.14142 -0.7843 0.4222 0.1801 -0.58
C 3.64546 -3.92543 0.82196 0.7276 -0.0515 1.9636 -1.09
C 2.87489 -3.21882 -0.05882 -1.0258 0.6726 -1.2178 -0.34
C 0.35203 -2.31083 -2.01505 0.1182 -0.6640 -1.7555 1.24
C -0.12345 -1.71339 -3.22613 2.0384 2.1099 1.4335 -1.10
C -0.29150 -2.38874 -4.39747 -1.3724 -0.4927 0.0972 -1.00
C -0.32635 -3.76922 -4.30940 -0.2135 0.0726 -0.2727 -0.47
C 0.06911 -4.40995 -3.16193 -0.8564 -1.2469 -0.6406 -0.78
C 0.45039 -3.71190 -2.04074 -0.1198 1.0574 -0.2640 -1.18
P 0.87171 1.52787 -1.02986 -0.8199 1.2756 -0.1041 0.15
C 0.56197 2.33091 -2.67560 0.6117 1.8056 -0.3466 1.44
C -0.57335 1.95974 -3.39799 0.8712 1.0146 0.3332 -0.18
C -1.01709 2.73836 -4.44970 -0.7744 0.7176 -0.3866 -1.29
C -0.26501 3.84443 -4.87118 -1.2480 -0.7792 -1.3635 -0.39
C 0.89650 4.19169 -4.25632 1.1929 0.7899 -0.3058 -0.84
C 1.27641 3.47249 -3.14085 -0.6198 -1.4387 0.9106 -0.58
C 1.88938 2.67054 -0.02135 -0.8481 -0.5524 -1.8095 1.18
C 1.25101 3.89171 0.21927 -0.1582 0.2126 0.7961 -0.62
C 1.89353 4.87297 0.94652 0.3133 -1.0866 0.3538 -0.76
C 3.18937 4.62176 1.41474 -0.4608 -0.8806 -0.9862 -0.72
C 3.86755 3.44132 1.07821 -0.6408 0.0521 -0.6038 -0.93
C 3.18682 2.42093 0.34767 1.9574 1.0062 0.9893 0.19
H 6.41440 2.79498 -3.25797 -0.1671 -1.3723 0.2120 0.31
H 6.98213 1.03865 -3.38572 0.7458 0.1905 0.0734 0.32
H 5.84475 1.45342 -2.11045 0.0903 0.3821 -0.1099 0.19
H 5.10432 -0.99451 -3.56011 0.0536 0.2755 0.3040 0.46
H 4.50248 -0.92291 -5.15558 -0.4295 0.5645 0.4274 0.42
H 2.52275 -1.43638 -3.80736 0.2081 -0.0603 0.6287 0.23
H 2.40742 0.22840 -4.23152 -0.0790 -0.0203 0.2432 0.19
H 3.37507 1.07180 -2.18941 -0.0179 0.3460 0.0737 0.41
H 3.69374 -0.53743 -1.50575 -0.6540 0.4075 -0.5593 0.49
H 1.75828 -0.70305 1.95889 0.0629 -0.5265 -0.0642 0.03
H 3.27227 -1.90108 3.48854 -0.0699 0.7276 1.7007 0.68
H 4.34526 -4.00553 2.89321 -0.1882 0.4197 -0.5386 0.37
H 4.17941 -4.85944 0.63563 -0.2941 0.3510 -0.5890 0.44
H 2.76113 -3.57801 -1.09798 0.2136 0.3270 0.7149 0.69
H -0.02930 -0.60703 -3.25868 -0.4764 -0.8341 -0.0514 0.32
H -0.62971 -1.89985 -5.30296 0.2327 0.1509 0.0534 0.50
H -0.77183 -4.33257 -5.10152 0.2486 -0.3651 -0.5671 0.43
H -0.04730 -5.50689 -3.18389 0.4333 0.6100 0.4413 0.26
H 0.84967 -4.28642 -1.26200 0.2371 -0.4548 1.3508 1.08
H -1.02022 1.10927 -3.00333 -1.6108 -1.2235 0.1231 0.15
H -2.02560 2.65780 -4.90294 0.8747 -0.6243 0.2304 0.36
H -0.58150 4.34392 -5.79967 0.0445 0.0217 0.6995 0.37
H 1.49392 5.02397 -4.70329 -0.4129 -0.8142 0.8312 0.35
H 2.10949 3.72544 -2.55314 1.1688 0.6687 0.4288 0.69
H 0.19689 4.08482 0.01564 0.2526 -0.3984 -0.4445 0.39
H 1.32205 5.73523 1.23319 0.1485 0.4467 0.0575 0.46
H 3.62687 5.36827 2.00858 0.8783 0.7789 0.6502 0.50
H 4.94308 3.35685 1.26431 -0.5193 -0.1632 0.2979 0.45
H 3.79413 1.52465 0.11488 -0.9134 0.4258 -0.0197 0.35
C -1.82501 -8.04602 1.34984 -2.5398 2.2693 -2.7137 -1.14
Te -1.15974 -8.11545 -0.75566 0.0327 0.1824 0.8608 0.19
C 1.00497 -8.09295 -0.42035 -0.5709 0.7344 -0.7145 -0.99
H -1.65019 -7.10353 1.81468 0.3344 0.8242 0.0631 0.30
H -1.39220 -8.76493 1.87413 2.1392 -3.2588 2.1332 0.42
H -2.92053 -8.22635 1.42111 0.6684 0.1006 -0.5250 0.32
H 1.16368 -7.54582 0.51040 0.1834 -0.0975 -0.1918 0.26
H 1.48401 -7.56570 -1.29385 -0.5123 -0.5817 1.0005 0.23
H 1.31827 -9.12188 -0.35653 0.2942 -0.1153 0.0714 0.40
O -1.92561 0.50902 -0.87405 -0.7730 -0.3413 -0.1854 0.32
S -3.37483 -0.03381 -0.93332 -0.7963 0.7144 -0.2650 -0.08
C -3.50492 -1.28152 0.32780 1.3741 -0.0346 0.1831 1.02
C -2.28847 -1.89158 0.69194 -0.1961 -1.1575 1.1519 -0.67
C -2.31323 -2.75875 1.82953 0.9675 1.1274 -1.0377 -0.95
C -3.44498 -3.00621 2.54524 -1.0487 0.7518 -0.5276 -1.01
C -4.62532 -2.44606 2.06326 -0.8783 -0.6760 0.3196 -0.42
C -4.70274 -1.58495 0.97761 -0.3535 -0.1430 0.6022 -0.76
C -4.55166 1.18757 -0.27510 0.9924 -0.2820 1.0212 0.79
C -5.58448 1.53568 -1.11658 1.2824 -1.0445 -1.8668 -0.61
C -6.61654 2.27964 -0.62501 -1.4980 1.3073 -0.9902 -0.73
C -6.57266 2.78712 0.63744 -1.6620 0.0420 2.6938 -0.60
C -5.55687 2.39120 1.51473 0.5909 -0.0057 1.0700 -0.60
C -4.50614 1.61308 1.07693 -0.8473 -0.4696 -2.1064 -0.40
H -1.26265 -1.76615 0.24328 -1.7526 0.2848 0.2271 0.23
H -1.36822 -3.10536 2.18541 0.5412 -0.3926 0.0584 0.62
H -3.51974 -3.53616 3.47978 0.4506 -0.3612 -0.0253 0.50
H -5.52688 -2.77922 2.58454 0.0292 0.5761 -0.2539 0.37
H -5.70237 -1.15552 0.77415 0.9738 -0.1009 -0.2984 0.43
H -5.48360 1.21797 -2.18565 -0.5853 0.2284 1.0602 0.37
H -7.49489 2.55063 -1.22011 0.5134 -0.2657 -0.1068 0.39
H -7.49398 3.31083 1.08819 1.6942 -0.6157 -0.9655 0.30
H -5.54857 2.56960 2.60563 -0.3185 0.4851 -0.8067 0.38
H -3.71504 1.26462 1.69326 0.0920 -0.1270 0.5730 0.49
C -2.99028 5.57255 2.54166 -0.0838 0.4954 -2.1560 -0.71
C -2.80769 4.94637 1.26247 0.2849 1.5935 1.5737 -1.00
C -2.18456 3.73315 1.20987 -0.4221 -2.0513 -1.4431 0.17
C -1.97360 2.98022 2.35796 0.7019 -0.4296 1.7090 0.80
C -2.21837 3.57476 3.62100 0.1051 -1.2526 -1.1203 -0.81
C -2.67179 4.87859 3.67837 0.0835 -0.2099 0.7025 -0.64
Si -1.34714 1.15439 2.33574 0.9021 0.5503 -0.3938 1.80
C -0.00520 0.87682 3.65596 -1.0249 -0.2509 0.0544 0.51
C -0.10325 -0.05205 4.74584 1.4263 0.6886 -1.2945 -0.66
C 1.02383 -0.23624 5.52498 -0.4432 -1.6733 1.0422 -0.42
C 2.17247 0.48292 5.32800 0.3267 1.0808 -0.0999 -0.83
C 2.26562 1.40937 4.31526 -1.5185 -0.4363 -0.3191 -0.63
C 1.15896 1.60404 3.44279 1.6932 -0.4464 1.6211 -0.12
H -3.33237 6.62966 2.55463 0.1375 -0.9651 0.1891 0.37
H -3.03396 5.49009 0.36464 -0.1725 0.1656 -0.2392 0.55
H -2.04764 3.17457 0.22202 -0.0536 1.0970 1.1330 0.02
H -2.10085 2.94796 4.52262 0.1009 0.6424 -0.4071 0.37
H -2.75444 5.30246 4.65559 -0.2777 0.5257 0.3866 0.49
H -2.49471 0.38798 2.80743 -0.4888 -0.4593 0.3057 -0.50
H -0.91717 -0.73353 4.91208 -0.5912 0.2187 -0.1982 0.47
H 1.05023 -1.04961 6.28114 -0.2800 0.7696 -0.3561 0.31
H 3.00239 0.50202 6.00585 0.2616 -0.7299 0.3901 0.43
H 3.20145 1.90658 4.31715 0.5229 0.9134 -0.7482 0.50
H 1.29314 2.33167 2.66481 -0.3516 0.1845 -0.4611 0.08
```
Positions in Å, forces in eV/Å.

- Energy above the lowest of the compared OMol25 structures with the same formula, charge and spin: 139.42 kJ/mol
- Largest force on an atom: 4.4 eV Å⁻¹
- Charge: +1

2.
Entry from the Open Molecules 2025 dataset: C54H56BrNO3P2PdSb as an isolated structure at a distorted geometry (wB97M-V/def2-TZVPD).

```
119
Properties=species:S:1:pos:R:3:forces:R:3:mulliken_charge:R:1
Pd 0.15581 0.22356 0.27078 -0.9228 0.4240 0.0167 1.89
C -3.90486 -3.66753 4.05489 -0.0099 -0.0045 -0.0451 -1.68
C -3.46040 -4.12866 2.65345 -0.0054 0.0830 0.0687 1.53
C -4.15594 -5.44873 2.28895 0.0304 0.0708 0.0121 -2.11
C -3.84001 -3.04888 1.65015 0.1719 -0.0879 0.0143 0.43
C -5.14515 -2.90216 1.20129 -0.0158 0.0180 -0.0099 0.22
C -5.50440 -1.91576 0.29696 -0.0823 0.0511 -0.0670 -1.57
C -4.54261 -1.04527 -0.17700 0.0714 -0.0815 0.0919 -0.03
C -3.22820 -1.15195 0.25869 0.4362 -0.0565 0.2606 -0.09
P -1.98529 0.00837 -0.44565 -0.9645 -0.0182 -0.2751 2.30
C -2.32819 -0.41336 -2.19154 0.2105 0.0144 0.0188 0.78
C -3.00237 0.37513 -3.11280 0.0317 0.0133 0.0542 -0.27
C -3.17433 -0.07734 -4.41555 -0.0499 -0.0060 -0.0693 -0.62
C -2.69848 -1.32136 -4.79356 -0.0479 0.0193 -0.0565 -0.69
C -2.05817 -2.13024 -3.86403 -0.0030 -0.0168 0.0583 -0.69
C -1.86940 -1.67551 -2.57239 -0.0178 0.0238 -0.0714 -1.04
C -2.82430 1.58965 -0.09301 0.0948 0.0596 -0.0286 0.38
C -3.57600 1.73603 1.07043 0.0435 -0.0098 -0.0713 -0.61
C -4.10214 2.97040 1.41455 0.0173 0.0766 0.0476 -0.84
C -3.85415 4.08035 0.62156 -0.0120 -0.0156 0.0103 -0.81
C -3.07160 3.95125 -0.51535 0.0011 0.0808 -0.0215 -0.94
C -2.55967 2.71473 -0.86940 -0.0056 -0.0372 -0.0137 0.08
C -2.88185 -2.14800 1.17645 -0.3202 0.1287 -0.2677 -1.20
O -1.58242 -2.18472 1.55371 -0.1994 -0.0734 0.1861 0.07
C -1.09674 -3.33393 2.14614 0.2997 -0.4322 0.0648 -1.63
C 0.29502 -3.45208 2.17148 -0.0914 0.1803 -0.1630 0.53
C 0.82540 -4.60520 2.73597 -0.1507 0.0003 -0.0041 -0.28
C 0.00657 -5.58833 3.27035 0.0516 -0.0570 0.0908 -1.48
C -1.36647 -5.42976 3.24151 0.0279 -0.0329 -0.0021 0.03
C -1.94873 -4.30761 2.66048 -0.1207 0.1149 -0.0659 0.82
P 1.36313 -1.96301 1.51473 -0.1025 -0.3344 0.5062 2.20
C 1.61437 -1.39133 3.25790 0.0973 0.0010 -0.0412 1.23
C 0.88436 -0.27616 3.67770 -0.0001 -0.1366 -0.0302 -0.65
C 1.12883 0.31352 4.90750 -0.0042 -0.0125 0.0768 -0.69
C 2.10614 -0.20653 5.74453 -0.0263 0.0298 0.0672 -0.78
C 2.78126 -1.35927 5.37296 0.0524 -0.0534 0.0070 -0.79
C 2.52539 -1.95699 4.14702 -0.0449 0.0250 0.0106 -0.42
C 2.69952 -3.08106 0.94522 -0.0965 0.0489 -0.1608 0.52
C 4.02295 -3.06549 1.37138 -0.0607 -0.0121 0.0143 -0.39
C 4.97910 -3.85451 0.74763 0.0388 -0.0425 0.0206 -1.07
C 4.62273 -4.68031 -0.30774 0.0461 -0.0339 0.0359 -0.67
C 3.30149 -4.71806 -0.72885 -0.0614 -0.0425 -0.0862 -0.75
C 2.35092 -3.92122 -0.11250 0.0581 0.0370 0.1129 -0.35
H -4.98229 -3.48859 4.07579 -0.0153 -0.0140 0.0164 0.39
H -3.39622 -2.74023 4.32214 -0.0122 0.0087 0.0168 0.41
H -3.65406 -4.42038 4.80434 0.0010 -0.0200 -0.0012 0.39
H -5.23852 -5.33178 2.27949 -0.0193 -0.0279 0.0261 0.44
H -3.92394 -6.23047 3.01017 0.0034 0.0048 0.0113 0.46
H -3.83506 -5.78079 1.30107 -0.0124 -0.0318 -0.0012 0.42
H -5.91283 -3.57278 1.56298 0.0106 -0.0235 0.0195 0.32
H -6.52840 -1.83545 -0.04405 -0.0069 0.0059 0.0214 0.39
H -4.79698 -0.27437 -0.89311 -0.0496 -0.0114 -0.0146 0.53
H -3.39875 1.34046 -2.82618 0.0253 -0.0011 -0.0070 0.58
H -3.67825 0.54891 -5.14152 -0.0156 0.0191 0.0288 0.39
H -2.83084 -1.65828 -5.81423 0.0105 -0.0291 0.0054 0.37
H -1.68848 -3.10749 -4.14605 0.0077 0.0049 -0.0227 0.44
H -1.35008 -2.29450 -1.85076 0.0419 0.0085 -0.0258 0.34
H -3.72956 0.89006 1.72747 -0.0697 -0.0242 -0.0308 0.39
H -4.68746 3.07140 2.31994 0.0122 -0.0120 0.0082 0.40
H -4.24943 5.04919 0.89951 0.0009 -0.0019 0.0142 0.38
H -2.83438 4.82519 -1.10954 -0.0036 -0.0254 -0.0452 0.43
H -1.91755 2.63090 -1.73712 0.0125 0.0138 0.0204 0.14
H 1.90044 -4.73935 2.75412 0.0116 -0.0150 -0.0064 0.44
H 0.43546 -6.47754 3.71757 0.0106 0.0111 -0.0019 0.37
H -1.99266 -6.19354 3.68433 -0.0135 -0.0040 -0.0285 0.30
H 0.12406 0.13657 3.02258 0.0558 0.0961 -0.0063 0.17
H 0.56470 1.18780 5.20842 0.0044 0.0206 -0.0413 0.48
H 2.33425 0.27891 6.68558 -0.0347 -0.0218 0.0204 0.37
H 3.52168 -1.79038 6.03705 -0.0121 -0.0152 0.0028 0.42
H 3.04180 -2.87066 3.88229 0.0509 0.0260 -0.0010 0.25
H 4.31326 -2.43271 2.19624 0.0273 0.0837 -0.0163 0.28
H 6.00842 -3.81609 1.08482 -0.0030 -0.0191 0.0089 0.42
H 5.37045 -5.29130 -0.79849 -0.0036 -0.0031 -0.0024 0.35
H 3.01362 -5.36426 -1.54934 -0.0036 0.0334 -0.0252 0.42
H 1.32308 -3.92423 -0.45621 0.0106 -0.0520 -0.0526 0.34
Br 1.21111 -0.74563 -1.86662 0.0896 -0.1600 -0.1581 -0.63
C 2.81013 -0.21547 1.22613 0.3970 -0.0987 -0.1928 -0.50
C 4.07683 0.26711 1.60047 0.0000 0.3347 -0.1693 -0.93
C 4.30779 1.61972 1.78593 0.0624 -0.1762 0.0211 -0.96
C 3.23900 2.50726 1.72497 -0.1910 0.0647 -0.1188 -0.84
C 2.01978 2.01286 1.31776 0.1020 0.1896 0.3015 -0.42
N 1.88543 0.72101 0.98867 0.9581 0.2628 0.3192 1.69
C 0.72879 2.79332 1.43706 0.0472 0.2533 0.0957 0.45
O 0.76177 3.95610 1.82057 -0.0181 -0.0999 -0.1177 -0.81
O -0.33860 2.11185 1.19735 0.0808 -0.6662 -0.0881 -0.36
H 4.89736 -0.42700 1.72498 0.0023 -0.0580 0.0531 0.39
H 5.30437 1.97571 2.02437 -0.0191 0.0254 0.0766 0.44
H 3.30513 3.55174 1.99586 0.0170 0.0085 -0.0117 0.58
C 0.94360 5.83443 -3.47879 -0.1621 -0.0777 -0.0358 -1.60
C 0.35722 4.97951 -2.35926 0.2973 -0.2491 -0.0261 0.82
C 0.49943 5.69960 -1.02264 -0.1536 -0.0707 -0.0711 -1.53
Sb 1.04655 2.86608 -2.09713 0.2394 0.4267 -0.5928 -0.91
C 3.25796 3.12751 -1.92873 -0.4006 0.0520 -0.2122 0.76
C 3.94920 1.78716 -2.15278 -0.0438 0.0100 0.1511 -0.84
C 3.88646 4.23018 -2.77277 -0.0101 -0.0036 0.1430 -1.51
C 0.78140 2.24281 -4.22509 0.1757 0.2214 0.3397 0.57
C 1.87215 2.63793 -5.21259 -0.0553 -0.1179 0.0587 -1.61
C -0.57918 2.73179 -4.71108 0.0723 -0.0587 0.1341 -1.13
H 0.34154 6.74425 -3.59540 0.0454 0.0384 -0.0388 0.46
H 0.95538 5.31690 -4.43789 0.0052 0.0739 -0.0217 0.23
H 1.96192 6.14629 -3.25220 -0.0163 0.0048 -0.0267 0.25
H -0.71110 4.84452 -2.56999 0.0148 -0.0922 0.0355 0.23
H 1.55523 5.81744 -0.76588 -0.0030 0.0273 0.0953 0.26
H 0.01570 5.15977 -0.20941 0.0703 -0.0152 0.0941 0.27
H 0.05223 6.70005 -1.07528 0.0509 0.0381 0.0016 0.46
H 3.37579 3.39868 -0.87744 -0.0618 -0.0135 0.0366 0.11
H 3.80923 1.42522 -3.17303 0.0154 -0.0541 0.0110 0.13
H 3.57032 1.02032 -1.47715 -0.0186 -0.0618 -0.0439 -0.11
H 5.02675 1.88868 -1.97631 0.0084 0.0118 -0.0253 0.44
H 3.66593 4.11600 -3.83368 0.0387 0.0547 -0.0064 0.21
H 4.97648 4.20801 -2.65046 0.0163 -0.0066 -0.0363 0.50
H 3.54625 5.21382 -2.45080 0.0212 0.0062 -0.0509 0.27
H 0.75755 1.15392 -4.15170 -0.0056 -0.0037 0.1116 0.37
H 1.92422 3.72047 -5.33922 0.0774 -0.0226 -0.0485 0.19
H 1.65603 2.19533 -6.19277 0.0133 0.0479 -0.0398 0.48
H 2.85100 2.27558 -4.90073 0.0253 0.0474 -0.0364 0.29
H -0.61910 3.82223 -4.75567 -0.0372 -0.0078 -0.0651 0.11
H -1.37924 2.39066 -4.05204 -0.0699 0.0018 -0.0254 0.09
H -0.78243 2.33939 -5.71385 -0.0646 0.0256 -0.0063 0.52
```
Positions in Å, forces in eV/Å.

- Largest force on an atom: 1.0 eV Å⁻¹
- Charge: -1

| no. | LUMO energy (eV) | calculated total energy (Eh) | HOMO level (eV) |
| --- | --- | --- | --- |
| 1 | -2.08 | -4272.3813 | -9.50 |
| 2 | 2.31 | -5996.7276 | -4.27 |